No. 1
Below is a single C3H6N2S molecule, with properties calculated with ωB97M-V/def2-TZVPD.

Computed properties:
Net charge: 0
E_tot in hartree: -625.5293
HOMO in Ha: -0.326
Energy relative to the best compared isomer or geometry (same formula, charge and spin) in kcal/mol: 58.2
SMILES: S/N=C\[C@@H]1CN1

Cartesian coordinates (Å):
S  0.24312  1.95007  2.06961
N  1.34723  0.90816  1.28372
C  0.96457  0.10920  0.36815
C  -0.29608  0.01139  -0.36018
C  -0.86875  -1.29155  -0.74702
N  -0.13646  -0.49676  -1.70733
H  1.18853  2.19597  3.04076
H  1.70537  -0.59754  -0.01936
H  -1.05948  0.82662  -0.20446
H  -0.35821  -2.23979  -0.49912
H  -1.95150  -1.33761  -0.85212
H  -0.77835  -0.03817  -2.37265

***

No. 2
Below is 7 unconnected molecules or ions with the total composition C31H73N11O7, with properties calculated with ωB97M-V/def2-TZVPD.

Computed properties:
Net charge: 0
E_tot in hartree: -2353.9381
HOMO in Ha: -0.305
Energy relative to the best compared isomer or geometry (same formula, charge and spin) in kcal/mol: 56.4
SMILES: CC1(C)CCCC(C)(C)N1O.CC1(C)CCCC(C)(C)N1O.CC1(C)CCCC(C)(C)N1O.NC(N)=O.NC(N)=O.NC(N)=O.NC(N)=O

Cartesian coordinates (Å):
C  12.47830  5.64790  13.56268
C  12.03930  6.87145  12.79850
C  13.11468  7.28003  11.76030
C  10.82342  6.53626  12.03376
C  9.52710  6.28117  12.85962
C  9.27997  7.57844  13.67587
C  10.45830  7.95762  14.50052
C  10.21364  9.44374  15.01491
C  10.55485  7.07834  15.72368
N  11.63393  8.04566  13.62957
O  12.75910  8.50665  14.33326
H  11.75934  5.05788  14.03163
H  13.06775  4.90272  13.01314
H  13.16330  5.97144  14.33970
H  13.24013  6.56729  10.96033
H  12.79359  8.22996  11.30687
H  14.16556  7.34412  12.19856
H  10.48681  7.22027  11.23292
H  11.09789  5.58756  11.59563
H  8.62323  6.18106  12.16544
H  9.69871  5.47327  13.57739
H  8.34959  7.54049  14.24294
H  9.11817  8.21932  12.80185
H  11.05209  9.74845  15.57595
H  9.20496  9.60170  15.45786
H  10.20798  10.12121  14.15473
H  11.34455  7.35630  16.39220
H  10.77721  6.08468  15.35310
H  9.61647  6.99262  16.25513
H  13.18867  7.79256  14.85602
C  12.30914  12.54900  19.13027
C  12.19044  11.08868  18.68315
C  12.96966  10.76227  17.37539
C  12.75403  10.19561  19.86494
C  11.84046  9.99490  21.07616
C  10.48169  9.44732  20.61625
C  9.87922  10.41160  19.55478
C  8.59043  9.64735  19.06841
C  9.26908  11.74634  20.11693
N  10.82977  10.50337  18.37812
O  10.26040  11.52527  17.55457
H  13.40662  12.68385  19.29861
H  11.91803  13.25883  18.38820
H  11.83140  12.82046  20.04326
H  12.53219  11.24294  16.50471
H  14.00812  11.02235  17.31562
H  12.91674  9.71322  17.24423
H  13.23080  9.27425  19.47736
H  13.56797  10.77364  20.16176
H  12.23071  9.39598  21.87248
H  11.56956  10.98754  21.59178
H  9.70683  9.39569  21.38908
H  10.81482  8.46430  20.27272
H  8.78620  8.81343  18.36485
H  7.89082  10.26864  18.51109
H  8.00829  9.23103  19.92283
H  9.95636  12.58358  20.25748
H  8.90128  11.53428  21.14047
H  8.46421  12.21248  19.52279
H  9.85403  11.05454  16.84151
C  18.37576  11.58744  11.26993
C  17.47942  12.68382  10.62987
C  17.54413  13.93259  11.56058
C  18.10260  13.04111  9.25639
C  17.11003  13.75816  8.34645
C  15.87794  12.94647  8.21278
C  15.16526  12.65243  9.56721
C  14.55482  13.87605  10.17245
C  14.00193  11.64465  9.40381
N  16.17801  12.01182  10.42567
O  15.76428  11.93623  11.79886
H  18.13493  10.66995  10.75602
H  19.44683  11.69615  11.04117
H  18.20154  11.42464  12.34361
H  16.94217  13.74907  12.44585
H  18.60884  13.97176  11.79412
H  17.28503  14.83840  10.99255
H  19.01688  13.62650  9.44985
H  18.50484  12.16086  8.70496
H  16.91801  14.72810  8.80840
H  17.65098  14.00430  7.42087
H  15.98592  12.10345  7.55474
H  15.12415  13.60423  7.69305
H  13.64539  14.19766  9.68236
H  15.34429  14.60613  10.25146
H  14.14105  13.66058  11.11420
H  13.41463  11.48664  10.34360
H  14.27023  10.61491  9.04710
H  13.24728  11.96362  8.61324
H  15.08142  11.29704  11.83280
N  18.07791  14.52815  16.02613
C  18.27475  13.28178  15.37297
N  19.60340  13.05307  15.14103
O  17.34046  12.48965  15.23033
H  17.06865  14.76072  16.00602
H  18.72787  15.26544  15.92882
H  20.28910  13.69820  15.56601
H  19.86651  12.08749  14.81508
N  20.66199  8.58674  13.10528
C  20.58024  9.93128  13.24191
N  21.53078  10.61445  12.53461
O  19.80298  10.52065  14.06502
H  21.19298  8.22748  12.33144
H  20.02678  7.94447  13.52729
H  21.47047  11.61282  12.71408
H  22.50569  10.31963  12.60794
N  17.09465  5.70011  13.56406
C  17.79157  6.47317  12.69574
N  17.02151  7.54742  12.33313
O  18.91723  6.23992  12.34556
H  17.43629  4.85456  13.97769
H  16.42040  6.21463  14.00474
H  17.58784  8.34472  12.00409
H  16.23655  7.81964  12.99793
N  17.17541  9.45820  15.46951
C  15.92458  9.13852  15.04426
N  15.07485  10.18710  14.67138
O  15.63313  7.93903  15.01787
H  17.58624  10.40129  15.47150
H  17.76538  8.72659  15.74170
H  15.38658  11.13411  14.58172
H  14.10689  9.90533  14.50246

***

No. 3
Below is a molecular structure, C17H33Br3Cl5CsF6IKN5O8P3S3, with properties calculated with ωB97M-V/def2-TZVPD.

Computed properties:
Net charge: 0
E_tot in hartree: -15301.5331
HOMO in Ha: -0.238

Cartesian coordinates (Å):
N  -1.18814  -2.36812  2.87746
C  -1.06315  -1.98900  1.79867
O  -0.98344  -1.69934  0.52554
C  0.27139  -1.90273  -0.11791
C  0.94599  -3.26845  -0.00733
C  1.63134  -3.62392  1.28600
O  1.69416  -3.02391  2.28712
I  2.62449  -5.59442  1.19022
C  -0.11733  -1.81667  -1.62505
C  1.08338  -1.21098  -2.37281
S  2.14384  -2.40186  -3.31802
P  0.41501  0.01255  -3.56932
S  -0.32722  1.51322  -2.54406
C  1.96670  -0.55636  -1.30237
N  1.13119  -0.65343  -0.06167
P  1.91259  -0.09598  1.50053
S  3.73624  -0.68353  1.53831
H  0.19245  -4.03355  -0.20444
H  1.67476  -3.36370  -0.81552
H  -0.39979  -2.77097  -2.05878
H  -0.93629  -1.08943  -1.64252
H  3.05861  -2.70899  -2.38506
H  -0.50179  -0.76280  -4.31244
H  1.43630  0.29432  -4.48804
H  3.01424  -0.82093  -1.21112
H  1.93751  0.52542  -1.50949
H  0.42002  0.09280  -0.25804
H  1.17487  -0.66950  2.54209
H  1.78578  1.29785  1.45271
Br  -0.61265  4.16934  -1.23399
C  -5.59964  -1.46513  2.18685
O  -6.73959  -1.64501  2.56122
N  -4.54135  -2.16104  2.72637
N  -5.27538  -0.56559  1.20890
H  -3.58774  -2.04590  2.44720
H  -4.75916  -2.81952  3.45011
H  -6.02804  -0.04114  0.80160
H  -4.34148  -0.39633  0.89004
K  2.23836  -8.13513  2.46668
C  1.97099  7.47581  -1.02133
Cl  2.36556  6.23563  -2.25627
Cl  0.40688  8.11618  -1.26869
Cl  2.11275  6.79475  0.63131
H  2.69772  8.28598  -1.11754
F  -0.51982  10.39373  0.83165
P  -0.84431  11.77800  -0.02933
F  -0.23212  12.60347  -1.32236
F  -1.34333  13.25550  0.48789
F  -2.43967  11.44285  0.38890
F  -1.15818  10.70076  -1.26667
F  0.59397  12.18508  0.69376
Cl  6.96185  -0.23510  -3.66818
C  5.81524  -0.52930  -2.36348
C  6.40696  -1.31800  -1.22483
Cl  6.71275  -3.01839  -1.65966
H  4.93609  -1.02188  -2.78602
H  5.51257  0.44234  -1.98370
H  5.68059  -1.31312  -0.41254
H  7.34876  -0.88015  -0.88367
Br  -5.31426  6.26430  -1.08232
C  -4.62563  6.41176  0.73356
C  -4.65719  7.83443  1.23546
Br  -3.24342  8.94169  0.49270
H  -3.62106  5.99891  0.71788
H  -5.27435  5.77344  1.33191
H  -4.49170  7.84873  2.31155
H  -5.59574  8.32970  1.00580
Cs  4.19694  5.86230  -0.62873
O  -0.99237  -8.67844  0.81012
C  -2.06369  -8.36957  1.28232
O  -3.08047  -9.21419  1.15231
C  -4.34445  -9.05416  1.82447
C  -5.29314  -8.17191  1.04364
C  -2.29579  -7.01955  1.92552
H  -4.19292  -8.70137  2.84511
H  -4.74739  -10.06148  1.89876
H  -4.90958  -7.15644  0.93908
H  -6.25954  -8.12223  1.54365
H  -5.43771  -8.57083  0.04015
H  -2.56533  -6.30577  1.14787
H  -1.36860  -6.69587  2.39511
H  -3.06509  -7.01926  2.69240
N  10.20020  -0.76173  -2.03707
O  10.50790  0.10906  -2.86716
O  9.40183  -0.47599  -1.10288
O  10.66029  -1.91180  -2.12013

***

no.,strongest force on any atom (hartree/bohr),LUMO (eV)
1,0.0448,0.87
2,0.0632,0.52
3,0.1808,-3.39